(1)
Formula: C19H43P3RuS2
Source: the Open Molecules 2025 dataset
Level of theory: ωB97M-V/def2-TZVPD

Element x y z (Å)
Ru 0.477 0.033 0.344
S -2.645 -0.218 -1.438
S 1.595 -1.671 1.569
P 0.240 -1.822 -1.148
P 1.082 1.439 2.174
P 2.297 0.764 -0.846
C 0.953 3.152 1.512
C -6.898 0.472 -2.882
C -5.820 0.987 -3.609
C 1.596 2.078 -1.914
C -1.029 -3.045 -0.609
C -4.518 0.896 -3.109
C 1.222 -1.836 3.349
C 3.266 -0.300 -1.995
C 2.688 1.344 3.080
C -1.331 -0.343 1.610
C 3.755 1.578 -0.057
C 1.564 -3.099 -1.335
C -1.550 0.993 1.154
C -5.393 -0.071 -1.054
C -4.282 0.306 -1.853
C 3.428 -1.714 1.641
C 0.120 1.571 3.761
C -6.687 0.020 -1.574
C -0.035 -1.322 -2.903
H 2.740 0.418 3.660
H -1.203 -3.748 -1.433
H -0.930 1.832 3.620
H 1.826 3.415 0.906
H 1.932 -1.264 3.956
H -5.992 1.429 -4.592
H 0.830 -1.602 -3.520
H -0.928 -1.825 -3.295
H -1.901 -1.151 1.141
H -1.439 1.847 1.831
H -1.733 0.830 -1.370
H 2.482 -2.688 -1.761
H 3.862 -1.565 0.646
H 1.796 -3.569 -0.371
H 3.697 -2.721 1.988
H -0.183 -0.239 -2.993
H 3.476 2.466 0.518
H 1.223 2.900 -1.291
H -1.086 -0.502 2.662
H 3.805 -0.965 2.347
H 1.323 -2.907 3.569
H 1.187 -3.877 -2.016
H 3.681 -1.159 -1.456
H 0.867 3.862 2.345
H 0.580 2.356 4.381
H 0.760 1.670 -2.496
H 4.266 0.863 0.601
H 3.549 1.401 2.415
H -7.894 0.426 -3.331
H -5.235 -0.479 -0.056
H 4.112 0.274 -2.404
H -1.983 -2.597 -0.326
H 0.190 -1.539 3.548
H 0.169 0.625 4.316
H -3.665 1.205 -3.709
H 2.649 -0.652 -2.829
H -2.351 1.155 0.421
H 2.362 2.461 -2.600
H 4.471 1.882 -0.835
H 2.726 2.193 3.778
H -7.545 -0.269 -0.967
H 0.056 3.226 0.885
H -0.641 -3.609 0.248

Properties
Lowest unoccupied orbital energy (alpha / beta), eV: -8.370 / -12.478
DFT total energy, eV: -72487.596
Energy above the lowest of the compared OMol25 structures with the same formula, charge and spin, kJ/mol: 67.8
HOMO (alpha / beta), Ha: -0.5247 / -0.6334
Orbital gap (alpha / beta), eV: 5.91 / 4.76
Spin multiplicity: 6
Charge: +3

Here are the natural (NBO) charges for atoms 1 to 8, given in e: atom 1 (Ru): 0.00, atom 2 (S): 0.17, atom 3 (S): 0.37, atom 4 (P): 1.02, atom 5 (P): 1.10, atom 6 (P): 1.07, atom 7 (C): -0.96, atom 8 (C): -0.26

=====

(2)
Formula: C19H44ClF3O3P2STc
Source: the Open Molecules 2025 dataset
Level of theory: ωB97M-V/def2-TZVPD

Element x y z (Å)
Tc 0.089 0.519 -0.171
Cl 1.484 1.816 1.138
S 2.757 0.493 -1.690
P -1.607 1.673 -1.063
P 0.923 -2.356 1.565
F 4.674 1.466 -3.437
F 3.719 3.035 -2.247
F 2.666 2.153 -3.953
O 2.489 -0.673 -2.541
O 0.760 -1.155 0.631
O 3.838 0.380 -0.709
C -1.804 1.169 -2.840
C -3.405 1.732 -0.589
C 0.253 3.692 -1.703
C 1.526 -5.047 0.992
C -0.441 -0.963 3.575
C -0.188 -3.473 3.857
C -3.628 1.421 0.894
C -0.335 -2.316 2.863
C -1.130 3.470 -1.085
C -2.570 2.146 -3.733
C -4.165 3.008 -0.975
C -0.459 0.807 -3.458
C 2.765 -1.083 3.211
C 0.694 -3.600 -0.904
C -1.191 4.062 0.330
C 3.513 1.896 -2.934
C 0.628 -3.882 0.597
C 3.650 -2.264 1.189
C 2.585 -2.283 2.280
H 1.000 3.003 -1.281
H -4.682 1.591 1.147
H 1.638 -3.128 -1.208
H 1.520 -5.256 2.070
H -0.588 3.466 1.029
H -0.555 -0.100 -4.070
H -2.397 0.244 -2.737
H 1.152 -5.938 0.478
H 0.820 -3.518 4.299
H 3.517 -3.068 0.454
H -3.644 2.150 -3.539
H -0.078 1.600 -4.111
H 0.147 -0.948 4.502
H -5.236 2.805 -0.847
H -4.029 3.317 -2.015
H -3.824 0.899 -1.176
H -2.214 4.138 0.717
H 2.216 -1.181 4.154
H -0.772 5.080 0.300
H -0.138 -2.964 -1.233
H -1.260 -2.477 2.283
H -0.395 -4.445 3.392
H -1.877 3.977 -1.711
H 2.694 -3.209 2.873
H 3.831 -1.007 3.463
H -0.412 -4.141 0.863
H -1.492 -0.797 3.843
H -0.908 -3.334 4.676
H -1.005 1.012 0.919
H 0.318 0.580 -2.713
H 3.680 -1.294 0.673
H -3.018 2.061 1.546
H -3.909 3.850 -0.323
H -1.151 -0.374 -0.789
H -2.446 1.827 -4.777
H -0.131 -0.113 2.953
H 4.628 -2.417 1.660
H 2.470 -0.150 2.708
H 0.591 4.712 -1.464
H 2.554 -4.874 0.666
H 0.609 -4.552 -1.440
H -2.177 3.167 -3.655
H 0.253 3.586 -2.795
H -3.394 0.376 1.123

Properties
Lowest unoccupied orbital energy (alpha / beta), eV: 0.244 / -0.756
DFT total energy, eV: -78845.990
Energy above the lowest of the compared OMol25 structures with the same formula, charge and spin, kJ/mol: 0.0
HOMO (alpha / beta), Ha: -0.2680 / -0.2695
Orbital gap (alpha / beta), eV: 7.54 / 6.58
Spin multiplicity: 4

Here are the Löwdin charges for atoms 1 to 8, given in e: atom 1 (Tc): 0.79, atom 2 (Cl): 0.03, atom 3 (S): 0.62, atom 4 (P): 0.84, atom 5 (P): 0.84, atom 6 (F): 0.11, atom 7 (F): 0.09, atom 8 (F): 0.08

=====

(3)
Formula: C19H44FO14S4
Source: the Open Molecules 2025 dataset
Level of theory: ωB97M-V/def2-TZVPD

Element x y z (Å)
S 2.202 -4.879 -5.255
S -1.165 0.075 -2.835
S -4.307 -1.482 4.418
S 2.445 4.902 5.240
F 2.257 0.194 -4.811
O 1.245 4.152 5.035
O -4.778 -0.663 5.480
O -2.723 -0.053 -0.755
O 1.235 -4.736 -6.303
O -4.079 -2.954 4.944
O 1.809 1.483 1.138
O 3.338 5.146 4.154
O -3.161 -1.086 3.652
O 3.628 -4.607 -5.860
O -0.977 0.899 0.354
O 2.045 -4.138 -4.041
O 2.091 6.276 5.937
O -2.346 -3.198 -4.999
O -3.179 -1.860 -6.457
C -5.646 -1.839 3.335
C 0.680 2.323 1.226
C 3.959 -2.183 -5.607
C 0.269 1.006 -2.292
C 3.335 4.198 6.583
C -1.449 -0.959 -5.323
C 1.553 7.339 5.117
C -1.794 -0.840 -1.384
C -0.687 -1.206 -4.015
C -2.282 0.449 0.465
C 0.103 7.108 4.740
C -2.415 -2.036 -5.664
C 3.832 -3.355 -6.558
C -0.542 1.525 1.532
C -2.952 -2.687 7.120
C 2.430 -6.578 -4.877
C 1.011 1.688 -3.436
C 2.334 1.059 -3.764
C -2.880 -3.228 5.706
H -2.009 -2.842 5.176
H 3.013 1.839 -4.018
H -0.140 1.768 -1.681
H 1.533 -6.917 -4.363
H 1.639 8.241 5.716
H 4.234 4.782 6.754
H -0.498 6.917 5.628
H 0.363 -1.212 -4.183
H 2.002 1.186 2.029
H 2.754 0.550 -2.923
H 3.032 -3.201 -7.282
H -2.006 -0.051 -5.263
H -1.564 -3.701 -5.278
H 2.695 4.194 7.460
H -5.996 -0.891 2.934
H -2.791 -4.312 5.730
H 1.241 2.662 -3.078
H -0.294 7.981 4.222
H 3.031 -1.998 -5.076
H 4.754 -3.476 -7.120
H 2.177 7.475 4.233
H -6.436 -2.317 3.907
H 3.294 -6.675 -4.227
H -2.974 -1.599 7.128
H -0.362 0.820 2.325
H -0.726 -0.866 -6.102
H -0.993 -2.144 -3.601
H 4.220 -1.277 -6.152
H -1.294 2.211 1.883
H 3.590 3.180 6.299
H -2.292 -1.693 -1.789
H 0.900 0.423 -1.657
H -0.004 6.246 4.083
H 0.527 2.761 0.264
H 2.569 -7.129 -5.803
H 4.726 -2.383 -4.859
H -2.913 1.282 0.701
H -1.007 -1.196 -0.752
H -3.856 -3.035 7.618
H 0.400 1.818 -4.304
H -5.294 -2.485 2.536
H -2.392 -0.248 1.279
H -2.082 -3.012 7.691
H 0.796 3.071 1.975

Properties
Lowest unoccupied orbital energy, eV: -2.085
DFT total energy, eV: -95130.361
HOMO, Ha: -0.4611
Orbital gap, eV: 10.46
Charge: +1

Here are the Löwdin charges for atoms 1 to 8, given in e: atom 1 (S): 0.55, atom 2 (S): 1.26, atom 3 (S): 0.56, atom 4 (S): 0.55, atom 5 (F): -0.03, atom 6 (O): -0.29, atom 7 (O): -0.26, atom 8 (O): -0.08

=====

(4)
Formula: C19H45MgN6Si
Source: the Open Molecules 2025 dataset
Level of theory: ωB97M-V/def2-TZVPD

Element x y z (Å)
Si 0.103 2.557 -0.028
Mg -0.233 0.099 -0.106
N -1.612 -1.011 1.423
N 3.018 -3.431 2.020
N -0.622 -1.351 -2.016
N 1.578 -2.300 0.407
N 3.479 -3.632 -0.348
N 1.548 -4.735 0.605
C -2.464 3.331 1.055
C 2.675 -2.446 -0.580
C -0.175 3.167 -1.842
C -0.756 2.451 2.635
C -1.958 -1.979 -2.161
C 2.225 -2.246 1.742
C 2.162 -4.614 1.933
C 0.649 2.257 -2.762
C 2.611 -4.808 -0.403
C -0.530 4.750 1.728
C 1.918 2.944 0.398
C 0.768 -3.536 0.363
C -1.643 3.060 -2.267
C -3.030 -1.190 -1.396
C 0.299 4.612 -2.036
C -3.437 -1.807 -0.045
C -3.072 -0.971 1.170
C -0.968 3.320 1.389
C 4.060 -3.554 0.996
H -2.700 4.132 0.355
H 3.317 -1.565 -0.518
H -2.255 3.812 -1.769
H 0.186 1.269 -2.841
H 0.493 4.771 2.108
H 0.076 4.949 -3.053
H 1.673 2.123 -2.404
H -4.515 -1.966 -0.026
H -1.439 -0.633 2.350
H 0.702 2.683 -3.767
H -0.198 5.295 -1.345
H -3.370 0.070 1.026
H 2.246 -2.499 -1.585
H -1.172 1.451 2.487
H 2.189 2.555 1.381
H 4.732 -2.696 1.054
H -1.258 2.900 3.497
H 2.761 -5.502 2.135
H 0.292 -3.621 -0.619
H -1.324 -1.986 1.457
H 1.370 -4.548 2.682
H -0.584 5.405 0.856
H -1.737 3.216 -3.346
H 2.109 4.019 0.404
H -1.900 -2.997 -1.774
H -2.644 -0.176 -1.235
H -1.182 5.169 2.499
H -0.006 -3.475 1.134
H -2.056 2.071 -2.034
H -2.230 -2.054 -3.215
H 2.597 2.493 -0.328
H 2.873 -1.368 1.773
H -3.053 3.505 1.960
H 3.206 -5.705 -0.233
H 4.631 -4.464 1.185
H -2.791 2.382 0.615
H -3.914 -1.103 -2.025
H 0.098 -2.051 -2.168
H -2.979 -2.796 0.070
H 2.159 -4.876 -1.396
H 0.303 2.352 2.885
H 1.453 -2.142 2.510
H -0.505 -0.678 -2.769
H 1.376 4.693 -1.882
H -3.625 -1.352 2.032

Properties
Lowest unoccupied orbital energy, eV: -2.385
DFT total energy, eV: -42692.197
HOMO, Ha: -0.3923
Orbital gap, eV: 8.29
Charge: +1

Here are the Löwdin charges for atoms 1 to 8, given in e: atom 1 (Si): 0.61, atom 2 (Mg): 0.76, atom 3 (N): -0.02, atom 4 (N): -0.09, atom 5 (N): -0.02, atom 6 (N): -0.11, atom 7 (N): -0.08, atom 8 (N): -0.08

=====

Q: Which value of DFT total energy does entry 2 give?
A: -78845.990 eV

=====

Q: Number 4 is which compound?
A: C19H45MgN6Si

=====

Q: Which of these has the lowest DFT total energy?
A: C19H44FO14S4